ORCA calculation (wB97M-V/def2-TZVPD) on a structure of composition C48H34N6Y.

Structure (ORCA input):
```
! RIJCOSX wB97M-V def2-TZVPD def2/J DEFGRID3
* xyz 1 1
Y 0.31689 -0.07903 -0.00920
C -0.71868 -5.60337 5.43773
C 0.44976 -5.46121 4.70465
C 0.54867 -4.47009 3.73904
C -0.51925 -3.61033 3.50215
C -1.68994 -3.75748 4.24245
C -1.78864 -4.75108 5.20457
C -0.41941 -2.54891 2.45546
C -0.38135 -1.21451 2.92356
C -0.43052 -0.78076 4.30209
C -0.44666 0.57520 4.30351
C -0.39628 1.01442 2.92761
C -0.40683 2.34592 2.46287
C -0.40671 3.40587 3.51416
C 0.71982 3.61502 4.30505
C 0.71817 4.60033 5.28120
C -0.41103 5.38168 5.47768
C -1.53809 5.17575 4.69542
C -1.53662 4.19356 3.71644
C -0.42983 2.80849 1.12256
N -0.48695 2.02363 0.00635
C -0.46405 2.81240 -1.10859
C -0.49564 2.35177 -2.44785
C -0.52344 3.40782 -3.50230
C 0.55892 3.57616 -4.36193
C 0.52935 4.55614 -5.34299
C -0.58371 5.37285 -5.47594
C -1.66721 5.20803 -4.62544
C -1.63795 4.23135 -3.64140
C -0.53019 1.01883 -2.91087
C -0.69899 0.58455 -4.27809
C -0.73260 -0.77176 -4.27435
C -0.59102 -1.20625 -2.90439
N -0.46185 -0.09622 -2.12707
C -0.63326 -2.54096 -2.43676
C -0.55570 -3.00205 -1.10789
C -0.81272 -4.35219 -0.66013
C -0.74701 -4.35583 0.69463
C -0.44971 -3.00574 1.12079
N -0.31379 -2.23727 -0.00028
C -0.84829 -3.59079 -3.47832
C -2.08630 -3.71977 -4.10245
C -2.28579 -4.69934 -5.06368
C -1.25022 -5.55477 -5.41101
C -0.01476 -5.43095 -4.79335
C 0.18556 -4.45408 -3.82894
C -0.39790 4.18515 -0.67152
C -0.37856 4.18291 0.68904
N -0.35542 -0.10226 2.14204
H -0.79606 -6.37767 6.18908
H 1.28659 -6.12295 4.88441
H 1.46090 -4.35892 3.16555
H -2.52559 -3.09499 4.05347
H -2.70361 -4.86213 5.77109
H -0.46279 -1.43512 5.15698
H -0.50144 1.22677 5.15966
H 1.59945 3.00128 4.15209
H 1.59900 4.75733 5.88962
H -0.41340 6.14844 6.24065
H -2.42262 5.77917 4.84965
H -2.41753 4.02844 3.10857
H 1.42554 2.93404 -4.25900
H 1.37558 4.68164 -6.00529
H -0.60801 6.13537 -6.24264
H -2.53952 5.83915 -4.73056
H -2.48524 4.09627 -2.98060
H -0.79800 1.23773 -5.12878
H -0.85756 -1.42337 -5.12276
H -1.05225 -5.18172 -1.30436
H -0.92302 -5.18765 1.35613
H -2.89384 -3.05311 -3.82565
H -3.25217 -4.79629 -5.54011
H -1.40664 -6.31760 -6.16164
H 0.79483 -6.09600 -5.06311
H 1.14997 -4.35569 -3.34558
H -0.36842 5.04459 -1.32040
H -0.33091 5.03832 1.34230
C 3.27203 2.42222 -0.14201
C 3.59807 0.97213 -0.07360
N 2.72569 -0.02116 -0.01421
C 3.45916 -1.19840 0.03711
C 4.77924 -0.89934 0.00918
N 4.84681 0.47300 -0.06235
H 2.19449 2.57063 -0.07496
H 3.61757 2.85768 -1.08017
H 3.73912 2.96596 0.67954
H 2.98301 -2.16351 0.09106
H 5.65769 -1.51761 0.03261
H 5.68962 1.02223 -0.09728
*
```

As for the gap between HOMO and LUMO: 5.685 eV. Its calculated total energy is -2216.412608 a.u. The value obtained for the LUMO energy is -0.1366 Ha.